# 1
One molecule with the formula C5H6S in a non-equilibrium geometry, computed with ωB97M-V/def2-TZVPD.

The geometry in XYZ format:
```
12
Properties=species:S:1:pos:R:3:forces:R:3:nbo_charge:R:1
H -0.61236 -1.58104 0.67353 -0.102 0.642 -0.407 0.220
H 0.21418 -2.00641 -0.81447 -0.737 1.750 0.354 0.221
C 1.05178 -0.12274 0.25085 -0.734 -2.842 0.307 -0.441
H -1.99507 -0.30917 -1.31794 -1.211 -0.955 -1.053 0.196
C -1.10519 -0.08966 -0.82654 -0.385 -2.207 -1.123 -0.190
C 0.23660 1.08390 0.56774 -0.139 0.812 2.555 -0.385
C -0.17173 -1.08364 -0.23053 1.707 -1.482 0.311 -0.440
H 0.19490 1.28826 1.63365 0.250 0.137 0.000 0.225
H 1.65950 -0.54279 1.11047 -1.094 0.617 -0.670 0.223
H 1.68517 -0.31031 -0.58999 0.680 1.443 -0.763 0.234
S -0.06980 2.59031 -0.35968 -0.246 -0.600 -1.120 0.230
C -1.08799 1.08330 -0.09709 2.012 2.686 1.606 -0.092
```
Positions in Å, forces in eV/Å.

Properties
Spin multiplicity: 3
ΔE to the lowest compared entry with this formula, charge and spin in kJ/mol: 41.64
Kohn-Sham gap (alpha / beta) in Eh: 0.295 / 0.273
HOMO (alpha / beta) in hartree: -0.2548 / -0.3384
Expectation value of S²: 2.01


# 2
One molecule with the formula C5H6S2 in a non-equilibrium geometry, computed with ωB97M-V/def2-TZVPD.

The geometry in XYZ format:
```
13
Properties=species:S:1:pos:R:3:forces:R:3:nbo_charge:R:1
C -1.48964 0.11251 -0.36393 0.461 3.868 1.049 -0.187
C -1.40140 0.35380 0.99584 1.809 -1.152 -2.849 -0.349
H -2.22463 0.70224 -0.98808 0.199 -0.782 1.344 0.210
H 2.72861 0.03229 -0.30499 3.719 -0.021 -0.225 0.192
H -1.15583 -0.86038 -2.14853 2.040 0.238 1.728 0.229
S 1.07780 0.17152 -1.92072 -0.644 -0.097 3.925 0.272
C -0.44713 -0.50882 -1.24388 -3.823 -2.931 -1.024 -0.623
H 2.13383 0.10287 1.94697 1.124 -0.002 -0.463 0.234
C 1.40411 0.17110 1.15837 -0.172 -0.827 -2.004 -0.429
H -0.28946 -1.34797 -0.52546 0.976 -0.348 -1.479 0.235
C 1.74000 0.08738 -0.15401 -1.653 1.177 -0.301 -0.320
H -2.07580 0.99620 1.46223 -1.413 0.561 0.731 0.219
S -0.00047 -0.01276 2.08619 -2.624 0.316 -0.430 0.317
```
Positions in Å, forces in eV/Å.

Properties
Structure (SMILES): C1=CSC=CSC1
ΔE to the lowest compared entry with this formula, charge and spin in kJ/mol: 253.20
Kohn-Sham gap in Eh: 0.315
HOMO in hartree: -0.2970


# 3
One molecule with the formula C5H6S2 in a non-equilibrium geometry, computed with ωB97M-V/def2-TZVPD.

The geometry in XYZ format:
```
13
Properties=species:S:1:pos:R:3:forces:R:3:nbo_charge:R:1
H 0.84332 0.92810 2.39270 -0.040 0.307 0.440 0.216
H -1.08446 -2.00931 0.02148 0.190 -0.401 0.199 0.234
C -1.37183 -0.98007 -0.13142 -0.012 0.287 -0.863 -0.663
C -0.47658 -0.36214 -1.18071 0.099 0.097 0.308 -0.074
H -0.63859 -0.66751 -2.21682 -0.168 -0.026 0.287 0.207
H -2.39481 -1.01598 -0.50955 -0.026 0.096 -0.013 0.226
S 1.44465 2.71020 0.33312 -0.136 -0.412 -0.008 0.100
S 1.60028 -1.15102 1.60949 -0.016 0.192 -0.103 0.113
H 0.95880 0.94124 -1.87634 0.539 0.432 -0.904 0.228
C 1.06694 0.36628 1.50621 -0.036 -0.326 -0.460 -0.339
H -1.38014 -0.46205 0.81753 0.129 0.111 0.122 0.219
C 0.49512 0.54459 -1.01795 -0.558 -0.419 1.224 -0.294
C 0.93731 1.15766 0.25224 0.034 0.061 -0.229 -0.174
```
Positions in Å, forces in eV/Å.

Properties
Structure (SMILES): C/C=C\C(=S)C=S
ΔE to the lowest compared entry with this formula, charge and spin in kJ/mol: 105.97
Kohn-Sham gap in Eh: 0.265
HOMO in hartree: -0.3257


# 4
One molecule with the formula C5H6S2 in a non-equilibrium geometry, computed with ωB97M-V/def2-TZVPD.

The geometry in XYZ format:
```
13
Properties=species:S:1:pos:R:3:forces:R:3:nbo_charge:R:1
H 1.50579 1.46832 -0.36272 0.636 -1.218 -0.224 0.224
H 3.77523 -0.42693 -0.45357 -3.244 -1.331 0.651 0.224
H 0.57495 -1.33249 0.50102 2.917 -0.164 -1.561 0.228
C -3.35653 0.28799 0.07088 0.480 0.735 0.492 -0.451
C 1.47847 -0.77341 -0.06682 -0.883 -0.925 2.357 -0.259
C 2.78866 -1.07772 -0.12893 1.698 -0.319 0.437 -0.343
S -4.63018 -0.73385 -0.20073 1.823 1.410 0.392 0.061
H -3.46713 1.45392 0.21459 0.225 -2.366 -0.485 0.217
S -1.63158 -0.34931 0.38074 -0.925 1.304 -0.530 0.186
C 0.94445 0.52234 -0.17347 -0.633 4.788 -0.779 -0.268
C -0.28989 0.97927 0.06396 -3.582 -0.313 -0.769 -0.272
H -0.76566 2.03770 -0.16760 1.586 -2.282 0.796 0.243
H 3.07341 -2.05583 0.32266 -0.100 0.684 -0.778 0.207
```
Positions in Å, forces in eV/Å.

Properties
Structure (SMILES): C=C/C=C\SC=S
ΔE to the lowest compared entry with this formula, charge and spin in kJ/mol: 311.23
Kohn-Sham gap in Eh: 0.295
HOMO in hartree: -0.3142


# 5
A 2-piece molecular cluster, C5H7BClF3O4P overall in a non-equilibrium geometry, computed with ωB97M-V/def2-TZVPD.

The geometry in XYZ format:
```
22
Properties=species:S:1:pos:R:3:forces:R:3:nbo_charge:R:1
H 1.57494 1.62507 2.01602 -0.326 0.668 -0.501 0.244
H 4.48687 2.64962 0.73263 -0.415 -0.634 -0.428 0.205
O -3.45563 -1.07280 -0.28942 -0.031 -0.178 0.197 -0.577
H 3.49800 1.25144 1.25149 -0.040 0.474 -0.534 0.211
O -3.45531 -3.39568 1.46039 -0.024 0.219 -0.102 -0.578
F -1.01521 -4.20972 -2.04068 -0.645 0.105 0.147 -0.554
P -0.36628 1.96306 0.61405 -0.705 -0.893 1.821 0.563
H 1.02674 3.31357 2.21447 -0.106 -0.359 -0.646 0.237
C -3.12031 -2.19015 -0.59108 0.043 1.812 -1.454 0.663
Cl 0.22513 0.15020 -0.29141 -0.015 1.255 -0.032 -0.278
O -2.68941 -4.43315 -0.37344 -0.204 0.626 0.219 -0.658
H 3.72787 1.51984 -0.51625 -0.012 0.512 0.731 0.240
F 1.86697 2.94238 -0.90175 -0.024 0.524 0.431 -0.369
C 1.23973 2.53089 1.45573 0.176 -0.041 -1.570 -0.743
H -0.74863 2.91570 -0.37918 1.070 -0.351 -0.301 -0.021
C -3.12051 -3.37733 0.30327 0.059 -1.872 1.248 0.664
C 2.34289 2.98975 0.40716 0.793 -1.288 1.596 0.203
B -2.38317 -3.99108 -1.75031 0.633 -1.012 -1.364 1.252
C 3.59872 2.02950 0.46665 -0.132 0.646 0.150 -0.650
H 2.64715 4.02495 0.68398 -0.275 -0.539 -0.722 0.159
F -3.19110 -4.69001 -2.67903 0.373 0.330 0.444 -0.554
O -2.68945 -2.54606 -1.79331 -0.192 -0.003 0.668 -0.658
```
Positions in Å, forces in eV/Å.

Properties
Kohn-Sham gap in Eh: 0.332
Charge: -1
HOMO in hartree: -0.2348


# 6
C5H7BKN4O5 as an isolated structure in a non-equilibrium geometry, computed with ωB97M-V/def2-TZVPD.

The geometry in XYZ format:
```
23
Properties=species:S:1:pos:R:3:forces:R:3:nbo_charge:R:1
N -1.57114 -0.88729 1.36557 3.692 0.744 1.105 -0.111
O -0.70144 -3.87689 0.93784 2.536 3.382 0.021 -0.926
N 0.83767 0.03584 1.82114 -3.499 -3.054 0.414 -0.240
C -0.24661 -0.89750 1.91442 0.962 -2.040 1.697 0.557
O 1.78375 -3.42876 1.31159 -2.781 0.501 3.167 -0.922
C -1.02940 2.35240 -0.53777 -0.024 -0.836 0.268 -0.480
H -2.10390 2.78057 -0.25539 2.291 -1.157 -0.845 0.270
N -1.82258 0.14647 0.60792 3.835 1.732 0.470 -0.130
H 2.35515 -3.46713 2.15242 -1.167 0.414 -1.878 0.506
C -0.72408 1.05471 0.48226 0.015 2.846 -1.806 0.344
H -1.56709 2.71799 -2.73596 1.677 -1.772 1.247 0.234
H -1.50808 0.87336 -2.34894 1.588 2.011 0.585 0.239
C 1.17691 0.70267 -2.39843 -1.808 -5.097 -1.037 0.605
O 0.74076 -0.54629 -2.58142 2.191 8.320 1.359 -0.546
N 0.58364 1.06841 1.06285 -5.230 -1.047 -1.748 -0.318
B 0.35704 -3.14336 1.68681 0.919 -1.636 -1.637 1.344
H -0.71436 -3.56198 -0.03278 0.145 -1.020 2.127 0.517
H -0.26344 3.22552 -0.39736 -1.296 -1.850 -0.048 0.231
H 2.29761 0.83670 -2.01100 -2.494 0.223 -1.124 0.163
O 0.06297 -2.11472 2.74594 -0.348 1.900 -4.454 -0.693
C -0.94307 1.89518 -2.13704 -2.442 0.707 -0.149 -0.101
K 2.56890 2.29078 2.00830 0.591 0.224 0.308 0.992
O 0.43078 1.94328 -2.66097 0.647 -3.494 1.957 -0.534
```
Positions in Å, forces in eV/Å.

Properties
Kohn-Sham gap in Eh: 0.325
Charge: +1
HOMO in hartree: -0.5066


# 7
One molecule with the formula C5H7BO2 in a non-equilibrium geometry, computed with ωB97M-V/def2-TZVPD.

The geometry in XYZ format:
```
15
Properties=species:S:1:pos:R:3:forces:R:3:nbo_charge:R:1
H 2.45134 0.12031 0.25083 0.173 0.164 0.054 0.198
C 1.69112 -0.63748 0.18312 -0.314 0.158 -0.063 -0.369
C -0.62586 -1.43028 -0.09626 0.744 -0.415 -0.126 -0.064
H -0.45715 -2.15760 0.70728 -0.038 0.123 -0.189 0.193
H -4.39117 -0.01026 0.05184 -0.015 -0.216 -0.011 0.511
B -2.43921 0.18452 0.04380 3.735 0.723 -0.061 1.137
H 2.01968 -1.66203 0.23692 0.011 -0.256 0.003 0.193
C -0.08174 1.04374 0.01389 -3.996 -0.672 0.026 -0.162
H 1.48093 2.44458 -0.16974 0.087 -0.092 0.020 0.182
O -1.98706 -1.06753 -0.04325 -0.522 0.038 0.047 -0.731
C 0.40865 -0.29900 0.03066 0.322 -0.520 0.126 -0.129
C 0.41355 2.25610 -0.06218 0.348 0.154 -0.080 -0.442
H -0.20749 3.13621 -0.03459 -0.149 0.074 0.012 0.211
H -0.46320 -1.93952 -1.05537 -0.101 0.073 0.195 0.192
O -3.68057 0.63583 0.08973 -0.285 0.664 0.048 -0.919
```
Positions in Å, forces in eV/Å.

Properties
ΔE to the lowest compared entry with this formula, charge and spin in kJ/mol: 225.36
Kohn-Sham gap in Eh: 0.307
HOMO in hartree: -0.2963


# 8
One molecule with the formula C5H7BO2S in a non-equilibrium geometry, computed with ωB97M-V/def2-TZVPD.

The geometry in XYZ format:
```
16
Properties=species:S:1:pos:R:3:forces:R:3:nbo_charge:R:1
C -1.66496 0.10559 0.58964 3.163 1.665 1.066 -0.641
C -0.31348 -1.62720 1.83536 -0.083 1.991 -1.534 -0.462
H -1.48898 1.12587 0.96701 -0.863 -0.129 -0.144 0.219
O 0.42191 0.85158 -1.78783 -0.912 -0.279 0.315 -0.861
H -1.20521 -2.01235 2.26642 -0.272 -0.396 0.818 0.224
H -1.80035 0.11782 -0.43032 -0.739 0.091 -2.230 0.230
C 1.89478 -1.35500 0.79333 0.212 0.743 -0.256 -0.357
H 2.98988 -1.39413 0.67834 -0.745 0.030 -0.300 0.240
O 2.71410 0.88493 -1.03006 -0.314 -0.635 1.914 -0.875
C -0.40809 -0.58584 0.90969 4.961 -3.166 -0.911 0.043
H 2.98841 1.25589 -1.82685 0.697 1.095 -2.046 0.482
H -2.31445 -0.45868 1.13255 -2.813 -0.800 1.254 0.214
B 1.40312 0.53040 -0.92548 0.237 -1.812 0.791 1.077
H 0.69940 1.56807 -2.31000 0.194 1.532 -1.510 0.476
C 1.01192 -0.51024 0.15014 -2.102 -0.206 3.292 -0.430
S 1.25417 -2.30944 2.06722 -0.621 0.278 -0.520 0.421
```
Positions in Å, forces in eV/Å.

Properties
Structure (SMILES): Cc1cscc1B(O)O
ΔE to the lowest compared entry with this formula, charge and spin in kJ/mol: 81.91
Kohn-Sham gap in Eh: 0.320
HOMO in hartree: -0.3103


# 9
One molecule with the formula C5H7Br in a non-equilibrium geometry, computed with ωB97M-V/def2-TZVPD.

The geometry in XYZ format:
```
13
Properties=species:S:1:pos:R:3:forces:R:3:nbo_charge:R:1
C -1.09090 0.82805 -0.24485 0.097 0.352 1.612 -0.441
C 1.31045 -0.70904 -0.54580 -1.014 1.805 3.748 -0.332
H 1.03757 -0.35056 -1.45092 -1.228 0.631 -2.967 0.178
H 0.79781 -0.91630 1.48192 0.458 -1.581 2.537 0.221
C -1.09388 -0.68956 0.06706 1.988 -0.301 0.257 -0.395
H -1.71438 -1.00725 0.84869 -1.573 -0.307 0.683 0.217
H -0.94733 -1.44460 -0.69157 -0.957 0.059 -0.557 0.223
H 0.87266 1.81546 0.72530 -0.238 -1.497 -0.393 0.229
H -0.99529 1.15900 -1.24274 -0.734 0.143 -1.338 0.211
H -1.92827 1.36726 0.31026 1.201 -0.418 -0.769 0.220
C 0.30742 0.89684 0.40587 -0.059 -0.123 -0.554 -0.107
C 0.30991 -0.53907 0.67149 1.088 1.290 -2.672 -0.266
Br 3.13422 -0.41024 -0.33471 0.969 -0.052 0.414 0.041
```
Positions in Å, forces in eV/Å.

Properties
ΔE to the lowest compared entry with this formula, charge and spin in kJ/mol: 329.34
Kohn-Sham gap in Eh: 0.304
HOMO in hartree: -0.2822


# 10
One molecule with the formula C5H7BrNP in a non-equilibrium geometry, computed with ωB97M-V/def2-TZVPD.

The geometry in XYZ format:
```
15
Properties=species:S:1:pos:R:3:forces:R:3:nbo_charge:R:1
C -1.47893 0.33197 2.13160 1.407 -0.676 -1.796 -0.896
H 1.37755 -2.49996 -1.48128 -0.250 0.200 -0.026 0.228
Br 3.38947 0.04437 -2.36561 -0.141 -0.410 0.103 0.067
C 0.96162 0.76614 -0.93897 4.384 2.600 -2.462 -0.293
H 1.33174 1.83740 -0.97702 -0.786 -1.563 0.258 0.239
H -0.52176 0.57821 2.55491 0.994 -0.349 -0.248 0.224
C 1.07666 -1.48068 -1.27310 0.726 -0.091 -1.318 -0.069
C -0.15398 0.26604 -0.50460 -2.755 -2.509 1.374 -0.174
H -2.04498 1.02262 2.69391 -1.825 -0.032 0.656 0.237
C 1.72807 -0.30772 -1.55105 0.036 0.869 1.151 -0.187
H -1.32605 2.12820 0.51600 0.798 2.265 0.082 -0.041
N -0.11221 -1.12673 -0.75067 -1.955 1.072 1.489 -0.521
H -1.62757 -0.77161 2.14530 -0.437 1.049 0.676 0.229
H -0.96120 -1.64828 -0.51687 1.071 -0.310 -0.358 0.418
P -1.63841 0.86004 0.31745 -1.267 -2.114 0.418 0.540
```
Positions in Å, forces in eV/Å.

Properties
Structure (SMILES): CPc1cc(Br)c[nH]1
ΔE to the lowest compared entry with this formula, charge and spin in kJ/mol: 18.62
Kohn-Sham gap in Eh: 0.331
HOMO in hartree: -0.3024


# 11
A 2-piece molecular cluster, C5H7BrO overall in a non-equilibrium geometry, computed with ωB97M-V/def2-TZVPD.

The geometry in XYZ format:
```
14
Properties=species:S:1:pos:R:3:forces:R:3:nbo_charge:R:1
C -1.69521 -0.44437 -0.37461 -1.285 0.053 1.365 -0.303
H 2.84153 1.60193 1.24798 0.373 2.584 0.800 0.180
H 1.28724 0.10244 2.03563 0.065 -0.223 0.207 0.199
H -1.68683 0.27022 -2.42630 -0.192 -0.981 -0.793 0.230
C 1.94097 -0.15588 1.21815 0.795 1.655 -0.451 -0.375
C 2.78227 0.73922 0.70262 -1.671 -1.551 1.308 -0.378
C -1.86709 0.56647 -1.41973 2.245 -1.462 -0.347 -0.634
Br -2.67619 0.06196 1.32274 0.915 -0.525 -1.122 0.025
H 3.38403 0.61254 -0.13392 1.005 -0.463 -1.278 0.190
H 1.92652 -1.08539 0.76792 -0.614 -2.009 -0.607 0.184
H -2.80765 0.91608 -1.30264 -2.850 1.649 -0.059 0.227
H -1.10866 1.26982 -1.29014 0.856 1.872 0.515 0.225
O -0.97382 -2.76215 -0.03288 -0.182 0.332 -0.684 -0.429
C -1.34712 -1.69288 -0.31482 0.540 -0.930 1.147 0.658
```
Positions in Å, forces in eV/Å.

Properties
Structure (SMILES): CC(Br)=C=O.C=C
ΔE to the lowest compared entry with this formula, charge and spin in kJ/mol: 196.14
Kohn-Sham gap in Eh: 0.308
HOMO in hartree: -0.3296


# 12
A 2-piece molecular cluster, C5H7Cl2N overall in a non-equilibrium geometry, computed with ωB97M-V/def2-TZVPD.

The geometry in XYZ format:
```
15
Properties=species:S:1:pos:R:3:forces:R:3:nbo_charge:R:1
H 1.59500 2.08369 0.47782 0.340 -0.382 0.432 0.250
H -1.34005 2.55167 -0.28764 -0.096 -0.394 -0.427 0.234
H -0.56998 -1.48808 0.89828 -0.285 0.152 -0.460 0.235
C 2.36314 0.51684 -0.83021 -2.896 4.654 2.197 0.440
C 1.69277 1.62669 -0.48362 1.192 -0.587 -2.462 -0.693
N 3.07952 -0.38047 -1.06905 2.762 -3.095 -0.826 -0.636
H 2.86959 -1.37224 -1.04122 -0.363 0.237 -0.180 0.389
H -1.04037 -1.17353 -0.88176 0.273 0.195 1.267 0.247
C -1.18565 1.50920 -0.57190 0.333 -1.583 1.384 -0.250
H 0.58868 -1.05081 -0.32871 0.230 0.551 0.195 0.228
C -0.42660 -0.85423 0.00889 -0.868 -0.129 -0.142 -0.672
Cl -0.48804 1.25129 1.91528 0.022 -0.489 0.306 0.007
H 1.30695 2.22149 -1.33015 0.108 -0.526 0.498 0.239
Cl -1.40012 1.03231 -2.22371 -0.040 0.438 0.166 -0.004
C -0.74570 0.59243 0.33443 -0.712 0.958 -1.948 -0.013
```
Positions in Å, forces in eV/Å.

Properties
Structure (SMILES): C/C(Cl)=C\Cl.C=C=N
ΔE to the lowest compared entry with this formula, charge and spin in kJ/mol: 178.63
Kohn-Sham gap in Eh: 0.330
HOMO in hartree: -0.3035